Entry from OMol25: a cluster of 2 separate species, C10H16O in total (wB97M-V/def2-TZVPD).

```
27
Properties=species:S:1:pos:R:3:forces:R:3
O -1.71491 -1.64245 2.29859 0.60 -1.70 -0.17
C 1.52253 1.49977 1.57543 -1.20 -1.07 0.44
C 2.52186 2.63074 1.81897 -1.53 0.12 -0.33
C -1.25988 -0.86293 -1.74076 0.01 -1.42 -0.26
C -1.61441 -1.50517 0.92949 1.48 0.88 0.28
C -1.17047 -2.20999 -1.33489 -0.12 1.23 0.34
C 1.73365 0.71561 0.26463 -0.45 -0.12 -0.18
C -0.97087 -0.51243 -3.14247 -0.24 0.97 -1.83
C -1.67940 -0.15961 0.53682 -0.19 -1.97 -0.56
C -1.25773 -2.52993 0.02136 -0.53 0.03 -0.56
C -1.60413 0.10018 -0.83553 -0.85 1.23 1.82
H 0.47467 1.88578 1.57817 0.76 0.22 -0.21
H 3.51105 2.40494 1.45283 0.40 -0.23 0.28
H -2.00484 1.08416 -1.08071 0.95 0.08 -0.67
H 0.06037 -0.66450 -3.51776 -0.39 -0.39 0.61
H 1.91865 -0.35455 0.44974 -0.40 0.28 -0.09
H 2.16362 3.50324 1.23570 0.34 -0.22 0.48
H 2.46230 2.82963 2.88450 0.56 0.52 0.04
H -1.13609 -2.94483 -2.14168 0.56 -0.10 0.53
H 1.40488 0.77987 2.43838 0.84 0.62 -0.70
H -1.71943 0.56493 1.34653 -0.48 0.12 -0.46
H -1.03217 -3.57770 0.24367 -0.50 0.40 0.62
H 0.82910 0.85101 -0.37366 0.92 -0.41 0.24
H -1.65396 -0.99018 -3.86766 0.28 0.01 0.28
H 2.61960 1.03977 -0.28761 -0.13 0.29 0.02
H -1.29775 -2.50162 2.52338 -0.52 0.70 0.09
H -1.10624 0.56623 -3.27550 -0.16 -0.06 -0.03
```
Forces are in eV/Å.

Summary:
- Net charge: 0
- LUMO: 0.8 eV
- Orbital gap: 9.2 eV
- SMILES string: Cc1ccc(O)cc1.CCC

Löwdin atomic charge list, values in e, 6 entries:
1. O 0.02
2. C -0.33
3. C -0.12
4. C -0.32
5. C -0.31
6. C -0.04

***

Entry from OMol25: a cluster of 2 separate species, C10H16O in total (wB97M-V/def2-TZVPD).

```
27
Properties=species:S:1:pos:R:3:forces:R:3
O -2.20886 0.87227 0.83689 -0.36 1.55 0.62
C 0.09456 1.55275 1.18264 0.13 0.70 1.73
C -1.22544 -2.57787 0.13883 -2.38 0.27 2.24
C 0.56751 1.26947 -1.35097 -0.43 0.38 -3.22
C -0.79537 1.13932 -1.04332 2.06 0.10 1.72
C 0.07142 -2.07294 0.73354 0.79 0.15 0.96
C 1.65197 1.50523 -0.53960 0.41 0.15 1.55
C -0.97457 1.26488 0.33037 -0.26 -0.85 -0.52
C -1.36349 -4.07505 -0.28113 0.16 2.28 -1.54
C 1.43661 1.74574 0.83735 -2.19 -0.95 -1.93
C 3.04072 1.22028 -1.01423 -0.19 0.77 -1.51
H -2.06462 -2.40119 0.93702 1.45 -0.28 -1.10
H -1.62258 -1.93028 -0.66194 0.62 -0.31 -0.04
H 3.12119 0.13434 -0.99899 0.64 0.02 0.29
H 0.92264 -2.50050 0.21536 0.33 0.16 -0.26
H 0.26040 -2.27392 1.80999 -0.57 -0.81 -0.48
H -2.45510 -4.16732 -0.30615 0.36 -0.84 -0.37
H 0.82575 1.28961 -2.43229 -0.16 -0.56 0.64
H 0.17994 -0.98793 0.81746 -0.22 -0.01 -0.92
H -1.55536 0.77652 -1.72695 0.11 0.42 0.07
H 3.72318 1.76778 -0.37284 0.48 -0.45 0.02
H -0.89218 -4.14811 -1.29649 -0.68 -0.32 0.68
H 2.17843 1.92866 1.59633 0.23 0.00 -0.11
H -0.88414 -4.79635 0.33720 0.19 -0.39 0.82
H -2.63953 1.70031 1.14944 0.17 -1.01 -0.10
H -0.09916 1.60157 2.25690 -0.41 -0.05 -0.25
H 3.23455 1.52194 -2.08278 -0.29 -0.14 1.01
```
Forces are in eV/Å.

Summary:
- Net charge: 0
- LUMO: 0.9 eV
- Orbital gap: 9.6 eV
- SMILES string: Cc1ccc(O)cc1.CCC

Löwdin atomic charge list, values in e, 6 entries:
1. O 0.00
2. C -0.05
3. C -0.32
4. C -0.07
5. C 0.00
6. C -0.12

***

Entry from OMol25: a cluster of 2 separate species, C10H16O in total (wB97M-V/def2-TZVPD).

```
27
Properties=species:S:1:pos:R:3:forces:R:3
O 0.90847 -2.23205 2.42349 1.19 -0.34 -0.22
C -1.27737 0.32702 1.03577 -3.46 -3.11 1.29
C -0.83376 -0.90321 1.57684 -0.08 0.32 -2.11
C -1.08940 2.79521 0.44098 0.31 -0.78 0.11
C 0.91386 1.12013 0.90427 -2.93 1.57 0.67
C -0.55237 -0.47466 -2.88688 1.56 0.49 -1.75
C 0.13987 0.92301 -3.03991 -1.08 -0.28 1.70
C 0.51764 -1.11735 1.77344 -0.92 0.29 -0.19
C -0.53281 1.42734 0.89780 2.84 0.81 -1.92
C 1.37993 -0.13910 1.26516 0.92 1.36 0.31
C 0.48623 -1.58569 -2.72081 -1.48 0.36 1.66
H 1.52109 2.04443 0.77006 0.16 -1.33 -0.25
H -0.00228 -2.46012 -2.28520 0.03 -0.34 -0.54
H -1.17831 3.34466 1.40126 -0.58 0.25 -0.92
H -2.39250 0.15037 0.89067 1.26 1.54 -0.27
H -1.51554 -1.73732 1.31312 0.46 0.22 1.25
H -0.71409 1.59531 -3.00971 0.19 0.67 0.45
H -1.15081 -0.61014 -3.80226 -0.03 -0.37 0.41
H 0.91612 -1.76695 -3.66187 1.01 -0.59 -0.95
H -0.37848 3.31873 -0.21571 0.02 -0.16 0.42
H -2.02072 2.70857 -0.20201 0.81 0.03 1.35
H 0.79044 1.01546 -2.15960 -0.34 0.49 0.02
H 2.45736 -0.18391 1.18575 0.10 -0.78 0.50
H 1.19035 -1.31399 -1.93024 0.35 0.22 -0.40
H 0.13471 -2.70642 2.74208 -0.08 0.08 -0.10
H -1.20145 -0.48207 -2.03080 -0.36 0.43 0.37
H 0.73019 1.30258 -3.85945 0.16 -1.03 -0.88
```
Forces are in eV/Å.

Summary:
- Net charge: 0
- LUMO: 0.8 eV
- Orbital gap: 9.3 eV
- SMILES string: Cc1ccc(O)cc1.CCC

Löwdin atomic charge list, values in e, 6 entries:
1. O 0.06
2. C -0.11
3. C -0.05
4. C -0.06
5. C -0.03
6. C -0.29

***

Entry from OMol25: a cluster of 2 separate species, C10H16O in total (wB97M-V/def2-TZVPD).

```
27
Properties=species:S:1:pos:R:3:forces:R:3
O -1.65280 3.15988 2.40930 -0.34 -0.22 0.06
C -1.00457 2.62996 1.32754 0.00 -0.05 0.04
C 0.39985 -2.63841 0.75027 -0.99 0.42 -0.02
C 0.35321 2.80344 1.11207 -0.44 0.02 -0.15
C -1.77686 1.93104 0.40499 0.07 0.40 0.50
C -1.19747 1.49276 -0.76682 -0.46 -0.15 -0.26
C 0.14482 1.69977 -1.05073 -0.39 0.16 0.25
C 1.10531 -3.99279 0.68402 -0.10 0.24 0.49
C -0.40481 -2.22276 -0.48977 -0.51 -0.17 0.64
C 0.89114 2.35777 -0.08443 0.83 -0.35 -0.09
C 0.71431 1.24892 -2.35533 0.47 0.13 -0.53
H -1.09926 -3.02292 -0.76900 0.36 -0.08 -0.33
H 0.22588 -1.90676 -1.30958 0.05 -0.14 -0.37
H -1.82148 0.99624 -1.50199 0.02 -0.07 0.02
H -1.05242 3.34283 3.13429 0.25 0.06 -0.04
H 0.58127 -4.69439 0.03167 0.15 0.15 -0.20
H -0.00899 1.29894 -3.17030 -0.15 -0.07 0.15
H 1.11984 0.24088 -2.33958 -0.12 -0.28 0.19
H 0.93365 3.31990 1.86220 0.25 0.06 -0.05
H 1.54767 1.87234 -2.67162 0.10 0.21 0.10
H 1.95626 2.46311 -0.26977 -0.03 0.21 0.08
H -2.81921 1.79048 0.66035 -0.04 -0.08 -0.26
H 2.14850 -3.86837 0.38876 -0.09 -0.30 -0.15
H 1.05345 -1.80427 0.99954 0.41 -0.16 0.06
H 1.06867 -4.45365 1.67875 0.32 0.07 -0.15
H -1.07575 -1.39691 -0.23062 0.32 0.16 -0.05
H -0.33020 -2.64703 1.56578 0.09 -0.17 0.07
```
Forces are in eV/Å.

Summary:
- Net charge: 0
- LUMO: 0.8 eV
- Orbital gap: 9.3 eV
- SMILES string: Cc1ccc(O)cc1.CCC

Löwdin atomic charge list, values in e, 6 entries:
1. O 0.04
2. C -0.33
3. C -0.32
4. C -0.02
5. C -0.01
6. C -0.06

***

Entry from OMol25: a cluster of 2 separate species, C10H16O in total (wB97M-V/def2-TZVPD).

```
27
Properties=species:S:1:pos:R:3:forces:R:3
O -0.48664 -3.23928 -1.07004 -0.54 0.26 0.09
C 1.11382 1.07767 2.63019 3.66 1.62 1.53
C -0.71064 -1.87885 -1.12382 -0.73 -0.12 1.32
C 1.42771 0.27977 1.39966 -1.78 -0.01 -0.59
C 0.12486 -1.12242 -1.84442 1.60 1.20 -3.13
C -1.61684 2.30060 -1.65790 -1.42 0.58 -0.60
C -1.22822 0.84158 -1.51071 0.73 0.39 0.46
C -2.00403 0.05026 -0.62507 1.38 1.41 -1.25
C -1.72079 -1.21562 -0.35366 1.55 -4.23 -0.42
C 2.18820 -0.96617 1.66247 -0.04 -1.15 0.57
C -0.07544 0.26859 -2.02198 -0.08 0.40 -0.55
H 1.23293 2.11618 2.42398 -1.33 1.16 -0.77
H 0.66084 0.85779 -2.65613 -1.15 -0.82 0.84
H -1.33071 -3.68402 -0.91099 0.24 0.07 0.06
H 1.58347 -1.87128 1.93389 0.22 0.99 0.10
H -1.04773 3.00566 -1.01448 -0.68 -0.65 0.23
H 2.92382 -0.77506 2.46032 0.19 -0.43 -0.66
H -2.71440 0.54184 -0.08149 -2.07 1.19 1.27
H -1.44247 2.76443 -2.65152 -0.01 -0.81 0.20
H 2.55138 -1.18798 0.68511 1.27 -0.76 -0.42
H 0.80766 -1.54629 -2.61789 -0.18 -0.12 1.29
H -2.77106 2.34469 -1.52570 2.04 0.38 0.17
H -2.14109 -1.92013 0.37150 -0.65 0.88 0.04
H 1.96810 0.94542 0.71109 -0.03 -0.43 0.00
H 2.02240 1.26204 3.45120 -1.97 -1.91 -1.59
H 0.47835 -0.08276 0.85643 1.11 1.13 0.73
H 0.20654 0.83330 3.07997 -1.33 -0.20 1.09
```
Forces are in eV/Å.

Summary:
- Net charge: 0
- LUMO: 0.8 eV
- Orbital gap: 9.4 eV
- SMILES string: Cc1ccc(O)cc1.CCC

Löwdin atomic charge list, values in e, 6 entries:
1. O 0.04
2. C -0.14
3. C -0.34
4. C -0.35
5. C -0.05
6. C -0.07

***

Entry from OMol25: a cluster of 2 separate species, C10H16O in total (wB97M-V/def2-TZVPD).

```
27
Properties=species:S:1:pos:R:3:forces:R:3
O 0.33475 0.78423 -4.10887 0.02 -0.32 -1.24
C -0.21316 0.59615 -2.88902 -0.63 -0.52 3.14
C -1.03239 0.54093 -0.18871 0.39 -1.15 -0.08
C -1.30917 1.61890 -0.98827 -0.03 0.99 -0.65
C -1.31550 0.62190 1.31917 -0.60 -0.30 -2.25
C -0.99796 1.62644 -2.34514 0.75 -1.73 -0.80
C -0.47625 -0.61874 -0.79890 -0.25 1.06 1.44
C 3.13123 -1.35668 2.16404 -0.35 -0.08 1.70
C 2.01625 -1.46375 1.14032 2.32 0.29 -1.93
C 0.01127 -0.56264 -2.07572 0.56 0.91 -2.01
C -2.84399 0.57931 1.46736 -0.58 1.28 0.80
H 3.25801 -0.37110 2.62585 -0.23 0.24 -0.53
H 2.86154 -1.94430 3.07801 0.50 -0.11 -0.87
H 2.24249 -2.24459 0.37797 -0.59 -0.54 1.18
H -1.34205 2.26053 -3.13203 -0.11 1.34 0.26
H -3.22853 -0.33800 1.06848 -0.21 -0.73 0.11
H 1.27607 0.95187 -4.03259 0.10 -0.06 0.07
H 1.09608 -1.55782 1.66469 -0.97 0.04 -0.34
H -3.40987 1.35929 0.91151 0.86 -0.20 0.03
H 4.10418 -1.63362 1.79486 0.30 -0.33 -0.11
H 2.11953 -0.66575 0.37665 -0.83 0.47 1.02
H -0.86951 -0.32321 1.71848 -0.06 1.38 0.52
H -3.18215 0.75591 2.50537 0.24 -0.54 -0.26
H 0.65716 -1.33021 -2.51038 -0.41 -0.08 0.25
H -0.91467 1.62955 1.55200 0.10 -0.99 0.93
H -0.31051 -1.46806 -0.13986 0.07 -0.04 -0.41
H -1.66285 2.55345 -0.55527 -0.37 -0.26 0.02
```
Forces are in eV/Å.

Summary:
- Net charge: 0
- LUMO: 0.8 eV
- Orbital gap: 9.3 eV
- SMILES string: CCc1ccc(O)cc1.CC

Löwdin atomic charge list, values in e, 6 entries:
1. O 0.03
2. C -0.33
3. C -0.26
4. C -0.06
5. C -0.18
6. C -0.01

***

Entry from OMol25: a cluster of 2 separate species, C10H16O in total (wB97M-V/def2-TZVPD).

```
27
Properties=species:S:1:pos:R:3:forces:R:3
O -3.22943 -0.05447 1.19656 -0.93 -0.46 -0.33
C 3.58145 -2.45639 0.32475 -0.16 1.49 0.89
C -2.20499 0.65493 0.66848 -0.42 0.20 -0.76
C 2.09869 -2.47227 0.67096 -1.82 -0.99 -1.43
C 1.24538 -2.61776 -0.62741 1.22 -0.64 0.51
C -1.22073 1.33001 1.34671 0.27 1.01 0.39
C -0.97501 0.91872 -1.38651 0.05 1.18 0.97
C 0.02380 1.62830 -0.70235 0.71 -0.48 -0.62
C -2.15862 0.62573 -0.73122 1.12 -1.95 -0.41
C -0.12986 1.86467 0.64563 -0.48 -0.48 0.30
C 1.28751 2.00587 -1.43540 -0.09 0.54 -0.31
H 3.91046 -1.41652 0.41508 0.25 -0.03 -0.18
H 0.65229 2.36979 1.19385 -0.01 0.17 0.06
H -3.42930 -0.04594 2.13242 0.67 0.57 0.26
H 4.16984 -2.99944 1.05807 0.14 -0.30 -0.19
H 1.62060 -3.52720 -1.10708 -0.15 0.10 -0.30
H 2.22501 1.68148 -0.98519 -0.15 -0.31 0.19
H -1.33398 1.57847 2.39644 0.11 -0.41 0.10
H 1.44362 -1.78149 -1.28418 -0.40 0.25 -0.29
H -0.81070 0.59386 -2.40342 -0.15 0.21 -0.17
H 1.80546 -3.37268 1.19626 0.33 -0.20 0.63
H -2.78110 -0.05433 -1.29857 -0.73 0.25 0.35
H 3.78642 -2.75240 -0.70131 -0.03 -0.36 0.10
H 1.62459 -1.64704 1.20233 0.86 0.30 0.32
H 1.39283 3.09148 -1.53864 -0.16 -0.02 0.04
H 1.22524 1.61459 -2.44911 0.21 -0.06 -0.06
H 0.20105 -2.79753 -0.40645 -0.29 0.42 -0.08
```
Forces are in eV/Å.

Summary:
- Net charge: 0
- LUMO: 0.8 eV
- Orbital gap: 9.2 eV
- SMILES string: Cc1ccc(O)cc1.CCC

Löwdin atomic charge list, values in e, 6 entries:
1. O 0.05
2. C -0.12
3. C -0.34
4. C -0.31
5. C -0.13
6. C -0.03

***

Entry from OMol25: a cluster of 2 separate species, C10H16O in total (wB97M-V/def2-TZVPD).

```
27
Properties=species:S:1:pos:R:3:forces:R:3
O 2.55145 2.18787 -0.21121 0.18 -0.18 0.21
C -0.30131 0.02627 -2.51258 -1.57 0.80 -1.91
C -0.35240 0.22876 2.10783 -0.08 1.37 -0.29
C -1.19798 -2.22380 -1.94184 2.54 -0.53 -2.17
C -0.00328 -1.44796 -2.68933 -1.16 -0.84 0.22
C 1.59863 1.61100 0.58018 -0.70 -0.24 0.27
C 0.39258 2.25611 0.94685 1.12 -0.19 -0.67
C 0.78352 -0.39260 1.69312 1.64 0.49 -1.70
C -0.52596 1.56643 1.68512 -1.04 -0.62 0.67
C 1.79143 0.29865 0.95801 2.51 -0.83 -0.24
C -1.22774 -0.32813 3.20459 -0.05 2.23 -0.68
H 0.87420 -1.44603 1.71407 0.32 -1.03 0.86
H 0.27949 3.27576 0.60592 -0.44 0.12 0.10
H -1.18008 0.23736 -1.86787 0.43 -0.35 -0.31
H -0.85668 -2.49259 -0.97371 -0.14 0.67 1.46
H 0.12326 -1.79353 -3.75950 -0.51 0.59 1.07
H -2.07119 -1.55625 -2.01477 0.03 -1.20 0.15
H 0.50576 0.49991 -2.02785 1.04 1.00 0.16
H -1.16188 -3.24590 -2.37141 -1.28 0.58 -0.31
H -1.50094 1.96069 1.97583 0.37 0.59 -0.13
H 2.93097 -0.11404 0.71179 -3.49 0.62 0.56
H 0.96985 -1.62503 -2.24137 0.00 -0.46 0.29
H -2.29702 -0.24691 2.97161 0.19 -0.33 -0.08
H 2.39767 3.12558 -0.32048 -0.19 0.27 0.03
H -0.89974 -1.34759 3.31848 -0.18 -0.21 1.12
H -0.56733 0.49005 -3.52444 0.63 -0.22 1.42
H -1.05528 0.49594 3.98295 -0.18 -2.10 -0.10
```
Forces are in eV/Å.

Summary:
- Net charge: 0
- LUMO: 0.8 eV
- Orbital gap: 9.2 eV
- SMILES string: Cc1ccc(O)cc1.CCC

Löwdin atomic charge list, values in e, 6 entries:
1. O 0.04
2. C -0.15
3. C -0.32
4. C -0.10
5. C -0.29
6. C -0.36